A) Below is the ion C3H3N2OS with charge +1, with properties calculated with wB97M-V/def2-TZVPD.

* charge: +1
* SMILES: O=[n+]1ncccs1
* LUMO level (alpha / beta): -7.04 / -7.04 eV

XYZ file:
```
10
C3H3N2OS (wB97M-V/def2-TZVPD)
S -1.272 1.479 0.004
O -2.785 -0.552 0.027
N -1.616 -0.337 0.004
N -0.687 -1.332 -0.092
C 0.605 -1.147 0.017
C 1.155 0.141 0.034
C 0.403 1.314 -0.040
H 2.275 0.108 0.031
H 0.782 2.341 0.005
H 1.140 -2.014 0.011
```

B) Below is the ion C3H3N2OS with charge +1, with properties calculated with wB97M-V/def2-TZVPD.

* charge: +1
* LUMO level (alpha / beta): -6.98 / -6.98 eV

XYZ file:
```
10
C3H3N2OS (wB97M-V/def2-TZVPD)
S -1.191 4.208 0.411
O -0.427 1.738 -2.334
N -0.332 1.768 1.300
N 0.050 1.514 -1.236
C -0.578 2.832 0.662
C -0.293 0.293 -0.503
C -0.185 0.563 0.960
H 0.063 -0.161 1.868
H 0.546 -0.323 -0.868
H -1.322 0.165 -0.789
```

Stability order, top to bottom: A), B)

A) Below is a cluster of 2 separate species, C3H7NO2S in total, with properties calculated with wB97M-V/def2-TZVPD.

* charge: 0
* LUMO level: -0.05 eV

XYZ file:
```
14
C3H7NO2S (wB97M-V/def2-TZVPD)
S -3.177 2.211 0.241
O -3.843 0.592 -0.633
O 1.621 -1.064 0.315
N -1.628 -1.044 -0.621
C 0.677 -0.046 -0.176
C -0.511 -0.750 -0.547
C 2.853 -0.490 0.809
H 1.020 0.486 -1.104
H -3.524 -0.071 -0.040
H 0.298 0.780 0.438
H 3.587 -1.412 0.822
H 2.579 -0.005 1.753
H -3.333 0.540 -1.433
H 3.381 0.273 0.176
```

B) Below is the molecule C3H7NO2S, with properties calculated with wB97M-V/def2-TZVPD.

* charge: 0
* SMILES: N[C@@H](CS)C(=O)O
* LUMO level: 0.58 eV

XYZ file:
```
14
C3H7NO2S (wB97M-V/def2-TZVPD)
S -2.725 0.199 -0.646
O 1.935 -0.021 -1.214
O 2.033 0.631 0.919
N -0.404 -0.650 1.424
C -0.937 0.686 -0.681
C -0.038 -0.271 0.074
C 1.382 0.192 0.009
H 0.205 -0.130 2.055
H -2.506 -0.790 0.273
H -0.865 1.708 -0.332
H -0.650 0.726 -1.723
H -0.099 -1.600 1.623
H 2.739 0.514 -1.236
H -0.069 -1.193 -0.543
```

Stability order, top to bottom: B), A)

A) Below is the molecule C3H7NO2S, with properties calculated with wB97M-V/def2-TZVPD.

* charge: 0
* SMILES: CCOC(=S)NO
* LUMO level: 0.45 eV

XYZ file:
```
14
C3H7NO2S (wB97M-V/def2-TZVPD)
S -3.265 -0.609 -0.218
O -0.701 -0.979 -0.152
O -0.293 1.747 -0.387
N -1.414 1.201 0.260
C -1.702 -0.119 -0.057
C 0.570 -0.788 0.508
C 1.678 -0.677 -0.498
H 2.647 -0.653 0.027
H 0.209 2.121 0.358
H 1.705 -1.588 -1.156
H 1.552 0.213 -1.111
H 0.699 -1.690 1.143
H 0.514 0.047 1.178
H -2.199 1.773 0.105
```

B) Below is the molecule C3H7NO2S, with properties calculated with wB97M-V/def2-TZVPD.

* charge: 0
* SMILES: N[C@@H](CS)C(=O)O
* LUMO level: 0.59 eV

XYZ file:
```
14
C3H7NO2S (wB97M-V/def2-TZVPD)
S 1.553 2.422 0.220
O -1.316 -2.236 -0.095
O -0.733 -0.726 -1.763
N 0.131 -0.626 1.594
C -0.890 -1.147 -0.467
C -0.523 -0.055 0.383
C 0.954 0.741 -0.414
H -0.482 -1.323 1.930
H -1.034 -1.475 -2.373
H -1.247 0.734 0.322
H 1.800 0.031 -0.160
H 0.539 0.064 2.244
H 0.477 3.076 0.031
H 0.770 0.522 -1.451
```

C) Below is a cluster of 2 separate species, C3H7NO2S in total, with properties calculated with wB97M-V/def2-TZVPD.

* charge: 0
* LUMO level: 0.34 eV

XYZ file:
```
14
C3H7NO2S (wB97M-V/def2-TZVPD)
S -1.848 -0.811 -0.167
O -1.481 0.543 0.241
O -3.238 -0.669 -1.076
N 0.791 -1.960 0.651
C 1.027 -0.967 0.013
C 1.610 1.387 0.675
C 1.493 0.224 -0.284
H 1.079 2.230 0.307
H 1.260 1.389 1.690
H 1.693 0.507 -1.280
H 2.757 1.546 0.667
H -4.000 -0.193 -0.858
H -0.929 -1.144 -1.413
H -0.214 -2.083 0.835
```

Stability order, top to bottom: B), A), C)

A) Below is a cluster of 2 separate species, C5H15NO in total, with properties calculated with wB97M-V/def2-TZVPD.

* charge: +1
* ⟨S²⟩: 0.754
* spin multiplicity: 2
* LUMO level (alpha / beta): -2.72 / -7.16 eV

XYZ file:
```
22
C5H15NO (wB97M-V/def2-TZVPD)
O -3.685 -0.453 5.342
N 1.050 0.353 -1.253
C -0.171 0.704 0.919
C 1.121 0.866 0.122
C 0.515 -0.983 -1.447
C 2.215 0.677 -2.046
C -0.342 -1.012 -2.729
H -2.946 -1.042 5.169
H -0.443 1.583 1.493
H 2.435 -0.094 -2.773
H 2.007 1.587 -2.618
H 1.353 -1.677 -1.557
H 0.006 -0.094 1.642
H -1.005 0.340 0.326
H 1.448 1.901 0.059
H -3.376 0.080 6.086
H -1.306 -0.546 -2.566
H 1.957 0.277 0.495
H -0.502 -2.048 -3.018
H 3.109 0.866 -1.471
H -0.093 -1.256 -0.601
H 0.214 -0.630 -3.569
```

B) Below is a cluster of 2 separate species, C5H15NO in total, with properties calculated with wB97M-V/def2-TZVPD.

* charge: +1
* ⟨S²⟩: 0.754
* spin multiplicity: 2
* LUMO level (alpha / beta): -3.59 / -8.99 eV

XYZ file:
```
22
C5H15NO (wB97M-V/def2-TZVPD)
O 3.025 -1.088 -1.563
N -0.176 -0.637 -2.129
C -1.061 0.295 -1.544
C 0.601 0.280 1.245
C -0.579 -0.627 0.855
C 0.143 1.412 2.155
C -1.557 0.030 -0.133
H 0.893 2.170 2.348
H -0.224 -1.535 0.354
H -2.570 -0.385 -0.056
H 1.296 -0.366 1.792
H 1.127 0.693 0.372
H 0.107 -1.434 -1.555
H -0.046 1.033 3.159
H -0.504 1.261 -1.537
H 2.068 -1.094 -1.515
H -0.415 -1.059 -3.034
H -1.740 1.036 0.232
H 3.317 -1.532 -0.753
H -0.741 1.934 1.810
H -1.857 0.474 -2.264
H -1.109 -0.861 1.764
```

Stability order, top to bottom: A), B)

A) Below is a cluster of 3 separate species, C5H14O2 in total, with properties calculated with wB97M-V/def2-TZVPD.

* charge: 0
* SMILES: C=C(C)CC.O.O
* LUMO level: 0.84 eV

XYZ file:
```
21
C5H14O2 (wB97M-V/def2-TZVPD)
O 1.484 -2.160 -0.702
O -1.191 -0.876 -3.770
C -1.244 -0.242 2.289
C 1.054 0.618 2.148
C -0.402 0.895 0.169
C 0.424 2.024 -0.403
C -0.099 0.379 1.545
H 0.422 2.909 0.247
H 1.850 1.205 1.706
H 1.477 1.761 -0.519
H -1.779 -0.969 1.684
H -0.436 0.033 -0.503
H 0.055 2.331 -1.376
H -1.462 1.188 0.188
H -1.954 0.548 2.555
H -0.907 -0.759 3.184
H -2.016 -1.259 -3.457
H 1.262 0.267 3.153
H 1.511 -1.364 -0.161
H -1.400 -0.510 -4.634
H 2.309 -2.628 -0.534
```

B) Below is a cluster of 3 separate species, C5H14O2 in total, with properties calculated with wB97M-V/def2-TZVPD.

* charge: 0
* SMILES: C=CCCC.O.O
* LUMO level: 0.73 eV

XYZ file:
```
21
C5H14O2 (wB97M-V/def2-TZVPD)
O 0.013 -2.047 0.763
O 2.698 -3.947 1.630
C -0.961 1.751 -1.392
C 0.522 1.807 -0.936
C -1.781 1.055 -0.342
C -2.307 -0.169 -0.375
C 0.826 2.761 0.208
H 1.196 1.984 -1.776
H -1.347 2.748 -1.596
H -2.870 -0.451 0.502
H -0.925 1.250 -2.365
H -0.315 -1.283 0.260
H 1.753 2.448 0.689
H 2.780 -4.786 1.195
H 2.003 -3.445 1.246
H 0.967 3.794 -0.115
H 0.783 0.799 -0.598
H 0.708 -2.380 0.222
H -2.135 -0.807 -1.230
H -2.046 1.780 0.423
H 0.082 2.777 1.005
```

C) Below is a cluster of 2 separate species, C5H14O2 in total, with properties calculated with wB97M-V/def2-TZVPD.

* charge: 0
* SMILES: CC(C)CCO.O
* LUMO level: 0.81 eV

XYZ file:
```
21
C5H14O2 (wB97M-V/def2-TZVPD)
O -5.060 -1.886 0.413
O 3.170 1.283 -0.807
C 0.455 -1.125 1.239
C 0.614 0.190 0.439
C -0.796 0.879 0.379
C 1.931 1.174 -1.500
C 1.224 -0.074 -0.918
H -1.248 0.532 1.304
H 1.414 -1.548 1.449
H -0.814 1.962 0.499
H 0.469 -0.452 -1.612
H 2.075 0.984 -2.556
H -4.475 -2.096 1.151
H 3.862 1.616 -1.370
H -0.091 -1.012 2.178
H -0.058 -1.860 0.603
H 1.237 2.031 -1.396
H 1.100 0.943 1.063
H -5.561 -1.172 0.797
H 1.947 -0.896 -0.898
H -1.395 0.527 -0.458
```

Stability order, top to bottom: A), C), B)